Record 1
{
  "formula": "C4H5NO2",
  "method": "ωB97M-V/def2-TZVPD",
  "total_charge": 0,
  "homo_ev": -9.5528,
  "e_lumo_ev": 0.307,
  "largest_force_ev_per_a": 3.9,
  "e_above_lowest_kj_mol": 460.4,
  "e_tot_ev": -9809.54355,
  "gap_ev": 9.86,
  "symbols": ["O", "C", "N", "C", "C", "O", "C", "H", "H", "H", "H", "H"],
  "positions_angstrom": [[-1.684, -1.954, 0.225], [-0.844, -1.091, 0.188], [-0.921, 0.144, 0.850], [0.008, 1.064, 0.352], [1.065, 0.284, -0.359], [1.557, -0.865, 0.374], [0.486, -1.058, -0.547], [-1.614, 0.315, 1.567], [0.182, 1.941, 0.960], [-0.023, 1.782, -1.017], [1.122, 1.156, -1.201], [0.665, -1.718, -1.393]],
  "forces_ev_per_angstrom": [[0.459, 0.220, 0.005], [-0.310, 0.228, 0.222], [-0.271, 0.010, -0.498], [-0.506, 1.219, -1.674], [-1.084, 0.854, -0.784], [0.740, 0.871, -0.710], [-0.245, 0.017, -0.167], [0.115, 0.036, -0.314], [0.342, -0.131, 0.169], [-1.881, -0.804, 2.792], [2.702, -2.672, 0.787], [-0.061, 0.152, 0.170]],
  "lowdin_charge": [0.109, -0.380, 0.099, -0.160, -0.277, 0.033, -0.155, 0.157, 0.110, 0.175, 0.133, 0.156]
}


Record 2
{
  "formula": "C4H5NO2",
  "method": "ωB97M-V/def2-TZVPD",
  "total_charge": 0,
  "homo_ev": -9.7226,
  "e_lumo_ev": 0.798,
  "largest_force_ev_per_a": 0.5,
  "e_above_lowest_kj_mol": 126.3,
  "e_tot_ev": -9813.00541,
  "gap_ev": 10.52,
  "symbols": ["O", "C", "N", "C", "C", "O", "C", "H", "H", "H", "H", "H"],
  "positions_angstrom": [[-1.308, -1.531, 1.610], [-0.706, -0.805, 0.850], [-0.905, 0.544, 0.679], [0.053, 1.191, -0.202], [0.837, 0.023, -0.785], [1.652, -0.649, 0.167], [0.375, -1.201, -0.139], [-1.826, 0.915, 0.837], [0.717, 1.852, 0.370], [-0.439, 1.778, -0.982], [1.224, 0.066, -1.800], [0.326, -2.182, -0.605]],
  "forces_ev_per_angstrom": [[0.054, 0.172, -0.429], [-0.206, -0.105, 0.016], [-0.072, -0.147, 0.041], [0.036, 0.010, -0.142], [-0.060, 0.176, -0.186], [0.145, 0.050, 0.156], [-0.098, -0.209, -0.037], [0.128, 0.188, 0.403], [-0.074, -0.070, -0.167], [0.027, -0.136, 0.038], [-0.032, -0.027, 0.155], [0.153, 0.098, 0.154]],
  "lowdin_charge": [0.083, -0.422, 0.080, -0.111, -0.219, 0.030, -0.142, 0.146, 0.127, 0.123, 0.148, 0.156]
}


Record 3
{
  "formula": "C4H5NO2",
  "method": "ωB97M-V/def2-TZVPD",
  "total_charge": 0,
  "homo_ev": [-9.8649, -9.7011],
  "e_lumo_ev": [-1.002, -2.366],
  "largest_force_ev_per_a": 2.7,
  "e_above_lowest_kj_mol": 567.8,
  "e_tot_ev": -9808.43010,
  "gap_ev": [8.86, 7.34],
  "symbols": ["O", "C", "C", "O", "N", "C", "C", "H", "H", "H", "H", "H"],
  "positions_angstrom": [[1.604, 1.609, 1.156], [1.783, 0.552, 0.605], [0.663, -0.215, -0.102], [1.000, -0.896, -1.169], [-0.185, -1.083, 0.635], [-1.388, -0.775, -0.130], [-0.758, 0.607, -0.275], [2.775, 0.064, 0.559], [-2.269, -0.904, 0.504], [-1.507, -1.328, -1.061], [-0.747, 1.074, -1.262], [-0.973, 1.294, 0.540]],
  "forces_ev_per_angstrom": [[0.082, -0.498, -0.298], [-0.135, 0.022, 0.339], [0.077, 1.640, -0.241], [0.511, 0.430, -0.800], [-0.937, -1.839, 1.753], [-0.293, 0.066, 0.847], [0.397, -0.028, -1.439], [0.008, 0.097, -0.033], [0.015, 0.130, -0.250], [0.176, 0.043, -0.035], [-0.308, 0.086, 0.181], [0.406, -0.149, -0.024]],
  "lowdin_charge": [0.076, -0.151, -0.624, 0.110, 0.185, -0.175, -0.016, 0.131, 0.112, 0.119, 0.117, 0.116]
}


Record 4
{
  "formula": "C4H5NO2",
  "method": "ωB97M-V/def2-TZVPD",
  "total_charge": 0,
  "homo_ev": -9.3530,
  "e_lumo_ev": 0.527,
  "largest_force_ev_per_a": 0.6,
  "e_above_lowest_kj_mol": 118.5,
  "e_tot_ev": -9813.08708,
  "gap_ev": 9.88,
  "symbols": ["C", "C", "C", "O", "C", "O", "N", "H", "H", "H", "H", "H"],
  "positions_angstrom": [[-2.190, 0.141, 0.320], [0.102, -0.157, -0.577], [-1.138, -0.555, -0.509], [2.454, -1.376, 0.397], [2.306, -0.224, 0.104], [3.171, 0.741, 0.439], [1.241, 0.308, -0.691], [-1.754, 0.616, 1.203], [-2.697, 0.916, -0.266], [-2.944, -0.574, 0.656], [-1.410, -1.407, -1.127], [2.860, 1.572, 0.049]],
  "forces_ev_per_angstrom": [[-0.054, 0.045, 0.090], [0.139, 0.090, -0.004], [0.268, 0.101, -0.102], [-0.050, 0.583, -0.115], [-0.002, -0.497, 0.111], [-0.056, 0.059, -0.026], [-0.475, -0.266, 0.016], [-0.060, -0.051, -0.124], [0.039, -0.138, 0.077], [0.116, 0.085, -0.021], [0.061, 0.106, 0.047], [0.074, -0.116, 0.050]],
  "lowdin_charge": [-0.096, -0.079, -0.122, 0.133, -0.579, 0.122, 0.167, 0.077, 0.076, 0.072, 0.114, 0.117]
}


Record 5
{
  "formula": "C4H5NO2",
  "method": "ωB97M-V/def2-TZVPD",
  "total_charge": 0,
  "homo_ev": -9.2644,
  "e_lumo_ev": 0.288,
  "largest_force_ev_per_a": 0.5,
  "e_above_lowest_kj_mol": 514.9,
  "e_tot_ev": -9808.97812,
  "gap_ev": 9.55,
  "symbols": ["O", "C", "C", "C", "N", "C", "O", "H", "H", "H", "H", "H"],
  "positions_angstrom": [[2.566, -0.408, -0.551], [1.276, -0.284, -0.620], [0.598, 0.336, 0.535], [-0.562, 1.240, 0.180], [-0.781, -0.034, 0.771], [-1.411, -1.085, 0.101], [-2.421, -0.968, -0.541], [1.991, -0.754, -1.521], [1.212, 0.553, 1.410], [-0.812, 1.353, -0.873], [-0.735, 2.106, 0.812], [-0.921, -2.054, 0.296]],
  "forces_ev_per_angstrom": [[-0.157, 0.040, -0.042], [-0.111, 0.198, 0.422], [0.282, -0.115, -0.036], [-0.181, 0.244, -0.125], [-0.153, -0.063, 0.042], [-0.090, -0.053, -0.138], [0.260, 0.033, 0.172], [0.162, -0.111, -0.186], [-0.048, -0.062, -0.134], [0.051, -0.055, 0.124], [0.048, -0.137, -0.083], [-0.063, 0.080, -0.016]],
  "lowdin_charge": [0.010, -0.130, -0.223, -0.055, -0.021, -0.322, 0.067, 0.147, 0.148, 0.124, 0.117, 0.138]
}


Record 6
{
  "formula": "C4H5NO2",
  "method": "ωB97M-V/def2-TZVPD",
  "total_charge": 0,
  "homo_ev": -8.9092,
  "e_lumo_ev": -0.484,
  "largest_force_ev_per_a": 0.7,
  "e_above_lowest_kj_mol": 472.6,
  "e_tot_ev": -9809.41703,
  "gap_ev": 8.42,
  "symbols": ["O", "C", "C", "O", "N", "C", "C", "H", "H", "H", "H", "H"],
  "positions_angstrom": [[-1.441, -1.811, -1.233], [-0.578, -1.155, -1.753], [0.100, 0.035, -1.073], [0.897, 0.707, -1.678], [-0.349, 0.272, 0.226], [0.541, 1.035, 1.114], [-0.379, -0.793, 1.146], [-0.187, -1.363, -2.767], [-0.016, 1.786, 1.674], [1.385, 1.416, 0.541], [0.985, 0.260, 1.791], [-0.958, -0.389, 2.010]],
  "forces_ev_per_angstrom": [[0.340, 0.361, -0.242], [-0.373, -0.403, 0.089], [-0.115, -0.046, 0.193], [-0.076, 0.012, 0.110], [0.151, -0.385, -0.033], [0.212, 0.193, 0.201], [-0.568, -0.241, -0.289], [-0.019, 0.064, 0.111], [0.221, -0.075, -0.133], [-0.153, 0.073, 0.034], [0.266, 0.506, 0.228], [0.116, -0.059, -0.268]],
  "lowdin_charge": [0.088, -0.149, -0.419, 0.109, -0.177, -0.066, 0.142, 0.133, 0.107, 0.106, 0.088, 0.040]
}


Record 7
{
  "formula": "C4H5NO2",
  "method": "ωB97M-V/def2-TZVPD",
  "total_charge": 0,
  "homo_ev": -8.9523,
  "e_lumo_ev": 0.079,
  "largest_force_ev_per_a": 2.5,
  "e_above_lowest_kj_mol": 390.0,
  "e_tot_ev": -9810.27260,
  "gap_ev": 9.03,
  "symbols": ["C", "C", "C", "O", "C", "O", "N", "H", "H", "H", "H", "H"],
  "positions_angstrom": [[-1.521, -0.362, -0.587], [-0.092, 0.018, -0.448], [0.409, 1.308, -0.267], [1.887, 1.111, -0.232], [1.634, 0.113, 0.615], [1.562, 0.216, 1.810], [0.924, -0.902, -0.195], [-1.668, -0.974, -1.486], [-1.852, -0.955, 0.273], [-2.136, 0.536, -0.678], [0.245, 1.579, 0.827], [0.608, -1.688, 0.366]],
  "forces_ev_per_angstrom": [[0.011, 0.059, 0.054], [-0.209, 0.023, 0.282], [-0.100, 0.049, 0.206], [-0.139, 0.033, 0.368], [0.401, -0.252, 1.093], [1.305, -1.212, -0.155], [-0.156, 0.110, 0.068], [0.097, 0.124, 0.146], [0.043, 0.045, -0.085], [0.100, -0.126, 0.051], [-1.333, 1.218, -1.722], [-0.021, -0.071, -0.307]],
  "lowdin_charge": [-0.008, -0.290, -0.017, 0.020, -0.589, 0.120, 0.170, 0.098, 0.095, 0.090, 0.165, 0.146]
}


Record 8
{
  "formula": "C4H5NO2",
  "method": "ωB97M-V/def2-TZVPD",
  "total_charge": 0,
  "homo_ev": -10.1873,
  "e_lumo_ev": 0.623,
  "largest_force_ev_per_a": 0.7,
  "e_above_lowest_kj_mol": 204.7,
  "e_tot_ev": -9812.19293,
  "gap_ev": 10.81,
  "symbols": ["O", "C", "C", "C", "N", "C", "O", "H", "H", "H", "H", "H"],
  "positions_angstrom": [[-2.032, 0.367, 1.693], [-1.038, 0.565, 1.034], [-0.097, -0.557, 0.727], [-0.126, -1.143, -0.635], [1.030, -0.386, -0.207], [1.176, 0.901, -0.760], [0.480, 1.368, -1.627], [-0.787, 1.569, 0.642], [0.094, -1.213, 1.567], [-0.770, -0.690, -1.382], [0.039, -2.212, -0.736], [2.032, 1.433, -0.316]],
  "forces_ev_per_angstrom": [[0.593, 0.222, -0.300], [-0.548, -0.159, 0.368], [-0.011, -0.151, 0.228], [-0.246, -0.172, -0.266], [0.166, -0.041, -0.065], [-0.212, 0.268, -0.296], [0.491, -0.213, 0.212], [-0.146, -0.079, 0.002], [-0.011, 0.022, 0.008], [0.039, 0.026, 0.114], [0.019, 0.197, 0.025], [-0.135, 0.080, -0.030]],
  "lowdin_charge": [0.070, -0.206, -0.189, -0.068, -0.012, -0.311, 0.066, 0.128, 0.148, 0.120, 0.119, 0.137]
}


Record 9
{
  "formula": "C4H5NO2",
  "method": "ωB97M-V/def2-TZVPD",
  "total_charge": 0,
  "homo_ev": -10.2481,
  "e_lumo_ev": 0.607,
  "largest_force_ev_per_a": 0.6,
  "e_above_lowest_kj_mol": 191.5,
  "e_tot_ev": -9812.32979,
  "gap_ev": 10.86,
  "symbols": ["O", "C", "C", "C", "N", "C", "O", "H", "H", "H", "H", "H"],
  "positions_angstrom": [[2.954, -0.242, -0.216], [1.840, -0.056, -0.642], [0.635, 0.088, 0.234], [-0.446, 1.046, -0.175], [-0.619, -0.375, -0.324], [-1.574, -1.035, 0.463], [-2.757, -0.941, 0.268], [1.640, 0.072, -1.726], [0.825, -0.055, 1.299], [-0.389, 1.611, -1.101], [-0.967, 1.538, 0.646], [-1.143, -1.650, 1.274]],
  "forces_ev_per_angstrom": [[-0.556, 0.062, -0.179], [0.306, 0.045, 0.151], [0.181, -0.021, 0.188], [-0.068, 0.297, -0.082], [-0.160, -0.097, 0.053], [-0.355, 0.024, -0.002], [0.572, 0.011, 0.173], [0.002, -0.118, 0.068], [-0.068, 0.070, -0.144], [0.156, -0.025, 0.159], [0.007, -0.114, -0.208], [-0.019, -0.133, -0.178]],
  "lowdin_charge": [0.065, -0.213, -0.216, -0.057, -0.018, -0.303, 0.073, 0.134, 0.152, 0.116, 0.125, 0.140]
}


Record 10
{
  "formula": "C4H5NO2",
  "method": "ωB97M-V/def2-TZVPD",
  "total_charge": 0,
  "homo_ev": -10.0612,
  "e_lumo_ev": 0.650,
  "largest_force_ev_per_a": 1.9,
  "e_above_lowest_kj_mol": 258.9,
  "e_tot_ev": -9811.63159,
  "gap_ev": 10.71,
  "symbols": ["O", "C", "C", "C", "N", "C", "O", "H", "H", "H", "H", "H"],
  "positions_angstrom": [[2.582, -0.399, -0.683], [1.397, -0.195, -0.801], [0.583, 0.418, 0.342], [-0.603, 1.220, 0.031], [-0.861, 0.088, 0.878], [-1.139, -1.208, 0.494], [-0.320, -1.881, -0.090], [0.907, -0.303, -1.788], [1.205, 0.593, 1.205], [-0.961, 1.155, -0.995], [-0.725, 2.170, 0.530], [-2.064, -1.659, 0.876]],
  "forces_ev_per_angstrom": [[-0.820, 0.159, 0.148], [-0.023, -0.101, 0.307], [-0.096, 0.071, 0.476], [-0.097, 0.645, -0.296], [1.794, -0.528, -0.100], [0.354, -0.640, -0.522], [-0.710, -0.727, -0.071], [-0.120, -0.041, 0.257], [0.104, 0.550, -0.033], [0.040, 0.133, 0.030], [-0.278, 0.132, -0.120], [-0.148, 0.347, -0.077]],
  "lowdin_charge": [0.061, -0.239, -0.148, -0.099, 0.028, -0.295, 0.047, 0.129, 0.142, 0.127, 0.114, 0.135]
}